Computed, not measured: a single C2H5NP2 molecule in a non-equilibrium geometry, with wB97M-V/def2-TZVPD.

```
! wB97M-V def2-TZVPD RIJCOSX def2/J DEFGRID3
* xyz 0 1
H -2.49 2.53 -2.13
P -2.68 1.22 -1.55
C -1.08 0.76 -1.10
P -0.94 -0.51 0.12
N 0.69 -0.59 0.17
C 1.49 -1.15 1.25
H -0.05 1.22 -1.35
H 2.62 -0.97 0.99
H 1.17 -2.07 1.57
H 1.27 -0.45 2.04
*
```

The total energy is -22219.5696 eV. Its SMILES is [H]/P=C/P=N/C. Its LUMO energy (spin up / spin down) is -1.2 / -1.2 eV. The value obtained for the HOMO-LUMO gap (spin up / spin down) is 7.650 / 7.652 eV. The value obtained for the molar mass is 105.02 g mol⁻¹. The energy above the lowest of the compared OMol25 structures with the same formula, charge and spin is 46.5 kcal per mole.